(1)
A 2-piece molecular cluster, C3H7NO2 overall at a distorted geometry. Source: the OMol25 dataset; level of theory: ωB97M-V/def2-TZVPD.

The geometry in XYZ format:
```
13
Properties=species:S:1:pos:R:3:nbo_charge:R:1
H 0.58839 -1.19830 -0.75811 0.216
O -2.22114 -0.50643 -0.71418 -0.618
C 1.02978 -0.58749 0.01421 0.006
H -0.98177 1.33753 0.12509 0.516
H 0.96438 0.41798 1.68911 0.381
O -1.57886 1.64515 -0.62397 -0.700
C -2.41666 0.66904 -0.94185 0.643
C 2.37590 -0.77125 0.10278 -0.508
N 0.32900 0.14103 0.96047 -0.857
H -3.36396 0.90162 -1.42559 0.122
H -0.50097 -0.31037 1.32321 0.402
H 3.01419 -0.08141 0.63752 0.188
H 2.76173 -1.65709 -0.38869 0.210
```

The HOMO energy is -8.56 eV. As for the total charge: 0. The calculation puts the gap between HOMO and LUMO at 9.45 eV.

***

(2)
A 2-piece molecular cluster, C4H8O2 overall. Source: the OMol25 dataset; level of theory: ωB97M-V/def2-TZVPD.

The geometry in XYZ format:
```
14
Properties=species:S:1:pos:R:3:nbo_charge:R:1
H -0.34668 -1.33718 -1.04564 0.443
C -0.67171 -0.31921 -0.27369 0.328
H 2.29562 1.64738 0.00331 0.191
O 1.11820 0.81719 -1.57290 -0.466
C 1.73170 0.76250 -0.28821 -0.113
H 2.19324 -0.19317 -0.03817 0.186
H 0.34563 -1.39173 -0.35414 -0.023
C -1.18738 -0.49516 1.13693 -0.673
H -1.64354 -1.47962 1.25230 0.240
H -0.22409 1.80000 -0.25521 0.206
H -0.41981 -0.33065 1.89922 0.218
C 0.28211 0.84868 -0.44451 -0.014
O -1.49047 -0.58140 -1.26880 -0.769
H -1.98283 0.25236 1.24952 0.245
```

The HOMO energy is -9.57 eV. As for the total charge: 0. The calculation puts the gap between HOMO and LUMO at 10.30 eV.

***

(3)
A 6-piece molecular cluster, C11H28Cl6O8 overall at a distorted geometry. Source: the OMol25 dataset; level of theory: ωB97M-V/def2-TZVPD.

The geometry in XYZ format:
```
53
Properties=species:S:1:pos:R:3:nbo_charge:R:1
H -0.79191 3.55636 -1.43620 0.180
C 0.86173 -2.11297 1.01551 -0.221
Cl -6.09364 -2.50309 0.24496 -0.066
C -4.52052 -3.03401 -0.42625 -0.386
H 0.76778 2.82764 -2.79996 0.464
H 0.91532 2.41885 4.60296 0.471
H -3.52533 -2.11457 1.22765 0.227
C -1.95424 2.31742 -2.67744 -0.094
Cl 1.14558 -3.19270 -0.36784 0.051
C 3.40152 -3.86513 -3.61754 -0.092
H -1.73608 1.45074 -3.30826 0.172
H -2.57751 2.78577 3.68607 0.463
H -2.91811 2.17535 -2.19329 0.183
H -4.43810 -4.08594 -0.14730 0.224
H 4.06931 2.18829 3.67875 0.173
C 2.01481 1.78631 3.14813 -0.103
C 4.70156 -3.60669 -2.89356 -0.097
O 3.03859 -2.87486 -4.58951 -0.720
O 5.80962 -3.54025 -3.78601 -0.720
O -1.91676 2.24294 3.24122 -0.728
O -2.68225 3.74724 0.91562 -0.718
H -1.69384 1.31139 1.45118 0.181
C -3.37496 -2.25492 0.16100 -0.376
H 5.88537 -2.62247 -4.06618 0.469
Cl 2.36554 -1.74425 1.82251 0.080
H -4.62980 -2.99395 -1.50474 0.232
C -3.39529 2.62355 1.38041 -0.098
H 1.34243 0.92858 3.04740 0.178
O -2.07451 3.38098 -3.63283 -0.715
H 2.54488 -3.81681 -2.93718 0.177
O 1.50107 2.84679 3.96560 -0.722
O 0.42889 2.12868 -2.24073 -0.729
Cl -0.30743 -2.81689 2.16261 0.040
C -0.82133 2.48354 -1.65872 -0.094
H 2.06337 2.19485 2.12836 0.177
H 3.64177 -2.98216 -5.33653 0.464
C 3.39011 1.34100 3.56030 -0.088
H 4.62068 -2.69638 -2.29505 0.171
H 3.16263 1.12046 5.51357 0.468
H -3.02714 0.69584 2.36287 0.171
C -2.51406 1.62865 2.10053 -0.093
H -2.40126 -2.69729 -0.01902 0.231
H 3.34699 -4.85714 -4.07691 0.166
H -3.90557 2.20313 0.50846 0.196
H -0.99220 1.90358 -0.75825 0.182
O 3.36430 0.56392 4.75617 -0.730
Cl 0.14935 -0.59143 0.42845 0.048
H -2.12448 4.08740 1.62555 0.474
H 4.87984 -4.44586 -2.21917 0.182
H -1.19443 3.53852 -3.99065 0.452
H -4.25110 2.91136 2.01480 0.151
H 3.78235 0.66797 2.79570 0.177
Cl -3.33357 -0.60736 -0.56723 -0.085
```

The HOMO energy is -9.97 eV. As for the total charge: 0. The calculation puts the gap between HOMO and LUMO at 10.02 eV.

***

(4)
C43H42BrClINO5RuS3 as an isolated structure at a distorted geometry. Source: the OMol25 dataset; level of theory: ωB97M-V/def2-TZVPD.

The geometry in XYZ format:
```
98
Properties=species:S:1:pos:R:3:mulliken_spin:R:1
C 3.59994 -0.58645 0.09604 -0.001
H -0.80825 1.03372 3.94585 0.001
H -1.24740 -7.05483 -1.15222 0.000
C 1.90136 -3.46760 -0.91371 -0.001
C -3.33100 1.65020 -6.99566 -0.004
O 0.54733 2.04308 1.41862 0.024
C 4.87957 -1.12704 0.13481 0.002
H 2.71366 1.64122 1.07558 0.003
C 4.15874 1.81864 -1.20486 0.000
C 3.75232 -3.75129 -2.42376 0.000
H 2.27604 3.79738 -0.28099 0.000
C 1.74506 -2.67583 -3.19677 0.001
S 0.86744 3.52374 1.56857 0.005
H -2.08552 -2.53754 0.69843 -0.002
H 1.45455 -3.60494 0.06520 -0.001
C 1.61462 2.47236 4.00936 0.004
C -5.84836 0.47945 2.23538 -0.010
N -0.40669 -1.15177 -0.50483 0.011
H -1.53324 3.20706 -4.58555 0.000
C 3.07460 -1.58622 2.19950 -0.003
H 5.15673 3.17338 0.11057 0.000
C 2.68807 -0.81423 1.11140 0.012
C -3.02391 0.33357 -6.68846 0.001
C -1.87068 0.84248 3.81883 0.003
H -8.70257 0.53498 -1.02594 0.000
C -4.99275 0.70290 -0.02171 0.000
C 4.54905 2.26795 0.19674 0.001
H 3.56299 2.56470 -1.73640 0.000
H -0.35838 -5.06048 -2.31323 0.000
Cl -0.57011 3.31495 -1.00804 0.018
C -3.66429 0.75126 0.45639 0.010
C -6.05826 0.58294 0.84132 0.000
H -0.09306 -1.52572 0.38578 -0.001
H -3.41581 -0.47800 -7.28595 0.000
H -7.13501 -0.16279 -1.48728 0.000
C 1.18522 -2.86660 -1.94254 0.002
C 2.50695 3.71701 0.78322 -0.001
H 2.37773 -1.76491 3.00926 0.000
C 2.31955 3.81552 5.87565 0.000
C -1.90170 -3.53044 0.30371 -0.001
H 5.56981 -0.95133 -0.68591 0.000
H 3.71995 2.59332 2.14621 -0.001
O 1.69135 0.73326 -1.20435 -0.015
C 4.35354 -2.12691 2.25467 0.000
C -4.57714 0.49883 2.71210 0.010
H 2.18854 1.67517 5.91971 0.000
Ru -0.65554 1.02090 -0.39512 0.993
C 3.36073 2.50950 1.12035 -0.003
H 4.75548 -4.11418 -2.61140 0.000
C -1.42736 -6.06851 -0.74435 0.000
H -4.41784 0.38694 3.77763 0.001
H -2.14744 -0.00694 4.44890 0.000
H 2.93135 4.65726 1.14064 0.000
H -2.53848 -6.79503 0.94215 0.000
H -2.99665 -4.54185 1.84401 0.000
C -1.96024 2.40683 -5.17720 -0.003
C -0.92813 -4.95370 -1.39751 0.000
S -0.47644 -2.23631 -1.65714 -0.001
C 2.14547 4.96999 5.12316 0.001
O -7.34287 0.55988 0.45382 0.000
H -3.04488 3.71342 -6.48036 0.000
H 3.74285 -4.41427 -0.37578 0.000
H 1.40533 1.51704 3.54428 -0.001
H 1.53632 5.77773 3.22025 0.000
C -2.13288 0.53282 2.36531 0.009
H 1.69503 -0.38409 1.05870 -0.002
C -2.18895 0.05344 -5.61801 -0.004
H 5.05025 1.60988 -1.80175 0.000
H -3.97705 1.86563 -7.83691 0.000
O -2.73522 0.99628 -0.41824 -0.047
C -1.15045 -3.69560 -0.84815 0.005
H 1.17086 -2.19271 -3.98089 -0.002
H 3.48294 -2.99726 -4.41485 0.000
H 4.64589 -2.73560 3.10123 0.000
C 2.05124 2.56856 5.32459 0.000
H 5.18010 1.50517 0.65185 0.000
S 3.12744 0.30581 -1.38039 -0.001
H 6.25828 -2.30863 1.27644 0.000
H -5.12081 0.79494 -1.09103 0.000
C 1.44632 3.63145 3.26859 0.009
C 1.69588 4.88310 3.81375 0.000
C -3.45619 0.60638 1.85365 -0.008
C -2.15726 -5.92050 0.42999 0.000
Br -1.81516 -1.76211 -5.23357 0.000
C -7.62647 0.64113 -0.93653 0.000
C -2.40556 -4.65704 0.94477 0.001
H -6.70627 0.37619 2.88604 0.000
H 2.66289 3.88770 6.90007 0.000
O -1.16615 0.19025 1.65462 0.021
H -7.32101 1.60641 -1.34426 0.000
I -0.23385 0.77370 -3.33592 -0.043
C -1.64205 1.09126 -4.87080 0.001
H 2.35738 5.93634 5.56213 0.000
C 3.18603 -3.91944 -1.16121 0.001
C 5.25989 -1.89298 1.22609 0.000
C 3.03949 -3.12541 -3.43551 0.001
H -2.43835 1.71617 4.13539 0.001
C -2.80850 2.68595 -6.23625 0.002
```

The HOMO energy (spin up / spin down) is -9.95 / -9.87 eV. Its spin multiplicity is 2. As for the total charge: +1. The calculation puts the gap between HOMO and LUMO (spin up / spin down) at 6.26 / 6.81 eV.

***

(5)
C27H38ClLuN4O6S2 as an isolated structure at a distorted geometry. Source: the OMol25 dataset; level of theory: ωB97M-V/def2-TZVPD.

The geometry in XYZ format:
```
79
Properties=species:S:1:pos:R:3:mulliken_charge:R:1
C -1.04681 -0.20479 -2.52876 1.189
C -1.46060 -2.02698 -4.11299 -1.756
H -5.28399 -2.21649 1.01838 0.480
C 3.95622 -0.96978 4.43083 -0.546
H -3.73954 0.60799 2.27697 0.357
N 0.90906 -3.76604 2.04353 -0.587
H 0.10874 6.03055 -2.93089 0.318
H -2.47460 -2.16103 -4.52539 0.399
C -5.29029 -1.65089 0.11954 -1.062
N 4.08017 -1.50340 0.40293 0.587
H 4.25378 -3.11091 4.74805 0.467
C 2.12592 4.17198 -3.03769 -0.942
H 5.00758 -3.10242 1.39688 0.341
H 2.34072 -2.23618 -0.42144 0.598
C -6.28267 -0.77585 -1.88082 -0.596
C -6.36402 -1.54500 -0.73712 -0.623
C -1.19654 0.57394 3.38913 -0.893
C 2.07503 -0.39740 2.99432 0.480
H -5.02113 0.54356 -3.09165 0.435
C 1.77486 -1.74668 2.83922 0.236
H 5.33137 -0.54259 1.78745 0.320
H 4.49276 0.55760 0.64233 0.207
C 0.79337 -2.44443 1.97342 -0.163
H -3.47771 2.04225 3.30482 0.412
H -0.53419 5.47152 -1.34546 0.264
H 4.79395 -0.65734 5.04285 0.402
H -1.40323 2.85832 0.94383 0.335
H -3.50019 2.22062 1.51543 0.318
C 2.87429 -1.31545 -0.09998 -0.361
C 0.44296 3.16524 -1.59426 0.512
N -1.78464 1.36015 2.32083 0.320
O 3.16875 -4.95468 2.28786 -0.612
H -0.84966 -1.44147 -4.82027 0.371
H -7.10613 -0.72527 -2.56110 0.417
C 2.58070 -2.68117 3.48330 0.038
C -5.13306 -0.09707 -2.20819 -0.595
H 2.98310 4.66059 -2.55404 0.324
H -1.08868 -0.47885 3.06816 0.115
H 1.08158 6.25752 -1.47616 0.327
C 4.97963 -0.41352 0.75382 -0.926
C -4.09451 -1.04573 -0.15909 0.262
C -4.07054 -0.25875 -1.31254 0.476
C 3.66878 -2.33280 4.27636 -0.676
H 1.91751 4.74626 -3.95003 0.330
C 4.66434 -2.83674 0.39127 -1.040
H 3.90994 -3.56030 0.07367 0.301
C -3.07383 0.82298 -1.29592 -0.163
C -1.63051 -1.36561 -2.78861 -0.218
O 2.33753 -0.18431 -0.21818 -0.403
H 5.87864 -0.46701 0.12535 0.342
H -3.19002 -1.10350 0.46553 0.638
C 0.36827 5.57850 -1.96416 -0.877
Cl 1.67561 -1.61812 -2.82310 -0.589
H -7.27558 -2.04766 -0.47148 0.411
C -1.06306 1.84243 1.29414 -0.227
H -1.71014 0.43308 -4.37097 0.465
H -0.22399 0.99115 3.68313 0.364
S -0.41024 -1.80179 0.94731 -0.286
H -0.41488 3.36883 -0.93153 -0.084
H -2.36071 -1.86185 -2.15603 0.493
H -0.96228 -2.98449 -3.97503 0.345
O 0.86160 1.98810 -1.79744 -0.891
H 0.04009 0.84185 -4.11907 0.222
Lu 0.54806 -0.13999 -1.25719 1.093
H -2.87320 1.43724 -2.28885 0.169
S 2.09802 -4.33821 3.03817 1.170
C 3.15493 -0.00681 3.78953 -1.009
O -0.09923 1.22087 0.75600 -0.257
C -3.22055 1.57402 2.35147 -1.056
H 2.35018 3.12749 -3.27055 0.270
O -2.72162 1.42024 -0.28805 -0.470
N 0.95912 4.25219 -2.16489 0.224
H 3.39348 1.05580 3.89534 0.412
H 5.52433 -2.85358 -0.28996 0.369
C -0.97151 0.87275 -3.60731 -1.558
H -1.23459 1.93389 -3.32271 0.313
H -1.90035 0.64500 4.23186 0.413
O 1.56494 -5.04257 4.18837 -0.675
H 1.46909 0.34103 2.45753 0.494
```

The HOMO energy is -6.72 eV. As for the total charge: 0. The calculation puts the gap between HOMO and LUMO at 6.72 eV.

***

no.,DFT total energy (Ha)
1,-323.7108
2,-307.4959
3,-3798.8885
4,-6715.7742
5,-4214.1750